# 1
# C47H94Cl2N5O5

A 6-piece molecular cluster, C47H94Cl2N5O5 overall at a distorted geometry (the ωB97M-V functional and the def2-TZVPD basis, OMol25).

XYZ file:
```
153
Properties=species:S:1:pos:R:3:lowdin_spin:R:1
C 7.2528 -5.2498 -1.2046 0.02
C 8.4733 -4.4968 -1.8819 0.02
C 9.0334 -5.6790 -2.7074 0.00
C 8.2774 -6.0580 -4.0079 0.00
C 8.0118 -4.7638 -4.7992 0.00
C 7.4438 -3.5459 -4.0222 0.02
N 8.1453 -3.3119 -2.7800 0.35
O 7.8304 -2.1157 -2.0858 0.57
C 7.5018 -2.3878 -4.9793 0.00
C 5.9579 -3.8367 -3.8489 0.02
C 9.6006 -4.2759 -0.9074 0.00
H 6.4538 -5.7152 -1.7817 0.00
H 6.6124 -4.4872 -0.7615 0.00
H 7.5719 -5.8232 -0.3342 0.00
H 10.0287 -5.3586 -3.0151 0.00
H 9.3268 -6.5432 -2.1115 0.00
H 7.3224 -6.3467 -3.5689 0.00
H 8.6585 -6.8716 -4.6251 0.00
H 7.3973 -4.8912 -5.6904 0.00
H 8.9921 -4.4583 -5.1650 0.00
H 6.8692 -1.5696 -4.6350 0.00
H 8.5199 -2.0403 -5.1544 0.00
H 7.2298 -2.8062 -5.9484 0.00
H 5.4565 -3.0483 -3.2876 0.00
H 5.4962 -3.7271 -4.8302 0.00
H 5.6926 -4.8356 -3.5026 0.00
H 9.9931 -5.1570 -0.3998 0.00
H 9.1700 -3.6989 -0.0890 0.00
H 10.3965 -3.6906 -1.3678 0.00
C -12.5707 1.7106 2.8072 0.00
C -11.4718 2.2253 3.7150 0.02
C -10.9577 0.9261 4.4915 0.00
C -9.7233 1.2168 5.3002 0.00
C -8.7142 1.8492 4.3417 0.00
C -9.1737 3.2435 3.7465 0.02
N -10.4336 3.0700 3.0229 0.36
O -10.9135 4.1143 2.1240 0.55
C -9.2200 4.2972 4.8868 0.02
C -7.9863 3.7084 2.8862 0.00
C -12.1861 2.9743 4.8797 0.02
H -13.0706 2.5667 2.3543 0.00
H -13.3761 1.1784 3.3132 0.00
H -12.1083 1.1301 2.0089 0.00
H -11.6712 0.5552 5.2273 0.00
H -10.7776 0.0769 3.8324 0.00
H -9.2717 0.2648 5.5792 0.00
H -9.7816 1.7488 6.2497 0.00
H -8.6902 1.1101 3.5410 0.00
H -7.6935 1.7980 4.7207 0.00
H -8.7111 3.9235 5.7754 0.00
H -8.6955 5.2213 4.6435 0.00
H -10.1709 4.6742 5.2634 0.00
H -7.7518 2.8458 2.2625 0.00
H -8.3272 4.4143 2.1288 0.00
H -7.0541 3.9319 3.4049 0.00
H -13.1010 2.4605 5.1748 0.00
H -12.4629 3.8992 4.3738 0.00
H -11.6200 3.1281 5.7984 0.00
C 0.9095 3.4888 0.9358 0.02
C 1.9752 3.1475 -0.1611 0.02
C 2.3390 1.6463 0.0863 0.00
C 1.2564 0.6551 -0.3569 0.00
C 0.8166 0.9830 -1.7852 0.00
C 0.3446 2.4889 -1.9419 0.02
N 1.3575 3.3973 -1.4706 0.31
O 1.0716 4.8257 -1.7350 0.59
C 0.2653 2.5356 -3.4545 0.00
C -1.2103 2.7595 -1.4777 0.02
C 3.2416 3.9306 0.1205 0.00
H 0.2315 2.6522 1.1044 0.00
H 0.4056 4.3990 0.6107 0.00
H 1.2033 3.8534 1.9201 0.00
H 3.3246 1.4651 -0.3426 0.00
H 2.5100 1.5585 1.1592 0.00
H 0.4121 0.6882 0.3317 0.00
H 1.5953 -0.3799 -0.3130 0.00
H -0.0968 0.4398 -2.0276 0.00
H 1.5352 0.6039 -2.5118 0.00
H -0.0258 3.5286 -3.7970 0.00
H 1.1818 2.4041 -4.0297 0.00
H -0.4180 1.8313 -3.9291 0.00
H -1.8673 2.1649 -2.1124 0.00
H -1.4279 2.7925 -0.4101 0.00
H -1.4018 3.7579 -1.8710 0.00
H 2.9311 4.9755 0.1167 0.00
H 3.9409 3.7558 -0.6972 0.00
H 3.5672 3.5146 1.0739 0.00
C -7.7690 -0.7336 -7.8871 0.01
C -7.7756 -1.3847 -9.3206 0.02
C -7.7068 -0.3263 -10.3929 0.00
C -6.2566 0.2332 -10.4204 0.00
C -5.3699 -0.9507 -10.9012 0.00
C -5.3710 -2.0805 -9.8987 0.02
N -6.7824 -2.4912 -9.4831 0.32
O -6.8043 -3.5951 -8.4225 0.60
C -4.6820 -3.2659 -10.5813 0.00
C -4.5301 -1.5760 -8.6879 0.01
C -9.2029 -2.0154 -9.5302 0.01
H -7.8758 -1.3623 -7.0031 0.00
H -8.6683 -0.1189 -7.8485 0.00
H -6.8380 -0.2074 -7.6759 0.00
H -7.9978 -0.7167 -11.3681 0.00
H -8.4303 0.4790 -10.2659 0.00
H -5.9578 0.6949 -9.4793 0.00
H -6.1365 1.0941 -11.0781 0.00
H -4.4192 -0.4231 -10.8240 0.00
H -5.5837 -1.2165 -11.9364 0.00
H -4.4673 -4.0618 -9.8683 0.00
H -5.4091 -3.7948 -11.1975 0.00
H -3.8653 -2.8056 -11.1374 0.00
H -4.8551 -0.5842 -8.3737 0.00
H -4.6960 -2.2449 -7.8435 0.00
H -3.4575 -1.5608 -8.8814 0.00
H -9.1512 -2.4576 -10.5251 0.00
H -9.7864 -1.0955 -9.5679 0.00
H -9.4834 -2.7896 -8.8159 0.00
C 7.1708 -1.7092 10.0984 0.01
C 8.3473 -2.2734 9.3535 0.01
C 7.7653 -3.4217 8.4409 0.00
C 7.0471 -2.8575 7.1795 0.00
C 7.9815 -2.0142 6.4055 0.00
C 8.6739 -0.8440 7.1855 0.03
N 9.0845 -1.2591 8.4853 0.35
O 9.9943 -0.3333 9.2144 0.56
C 9.8220 -0.4044 6.2904 0.01
C 7.6909 0.3364 7.2178 0.02
C 9.2789 -3.0601 10.2303 0.00
H 7.4499 -0.9590 10.8383 0.00
H 6.8982 -2.5357 10.7545 0.00
H 6.3937 -1.3032 9.4509 0.00
H 8.5590 -4.1063 8.1418 0.00
H 7.0473 -4.1006 8.9010 0.00
H 6.1998 -2.2841 7.5554 0.00
H 6.6017 -3.6443 6.5706 0.00
H 7.5402 -1.8229 5.4274 0.00
H 8.7641 -2.7072 6.0966 0.00
H 10.5937 -1.1643 6.1671 0.00
H 9.5453 -0.2101 5.2542 0.00
H 10.4293 0.4740 6.5087 0.00
H 8.0237 1.2074 7.7822 0.00
H 7.4724 0.8073 6.2593 0.00
H 6.6929 0.0133 7.5140 0.00
H 10.2326 -3.2840 9.7522 0.00
H 9.0053 -3.9949 10.7195 0.00
H 9.5472 -2.4393 11.0851 0.00
Cl 0.6464 8.8377 4.8803 0.00
C -0.8951 8.9556 5.8203 0.00
C -2.1055 8.4626 4.9346 0.00
Cl -3.6335 8.7903 5.8493 0.00
H -0.9697 10.0181 6.0517 0.00
H -0.6549 8.4380 6.7490 0.00
H -1.8746 7.4295 4.6749 0.00
H -2.0344 8.9839 3.9799 0.00
```

HOMO level (spin up / spin down)	-8.905 / -9.864	eV
2S+1	6
E_tot	-3416.93376	Eh

***

# 2
# C32H43CsGeS7

C32H43CsGeS7 as an isolated structure (the ωB97M-V functional and the def2-TZVPD basis, OMol25).

XYZ file:
```
84
Properties=species:S:1:pos:R:3:nbo_charge:R:1
Cs 0.4128 0.6769 0.6380 0.85
C -3.4599 1.6654 -2.1058 -0.56
C -3.8073 3.1650 -2.0625 -0.55
S -3.2542 4.0067 -0.5515 0.19
C -2.1504 5.2878 -1.2108 -0.53
C -1.1058 5.6657 -0.1687 -0.54
S -0.0221 4.3140 0.3690 0.16
C 1.5225 4.6821 -0.4949 -0.54
C 1.5811 4.2754 -1.9647 -0.54
S 1.3186 2.5075 -2.2742 0.17
C -0.4179 2.5366 -2.7982 -0.55
C -0.9212 1.1392 -3.1004 -0.55
S -2.6496 1.1028 -3.6226 0.23
H -4.3638 1.0675 -1.9936 0.24
H -2.8148 1.4008 -1.2644 0.22
H -4.8847 3.2983 -2.1491 0.24
H -3.3640 3.6814 -2.9136 0.23
H -2.7261 6.1772 -1.4719 0.23
H -1.6672 4.9300 -2.1190 0.21
H -1.5934 6.0631 0.7223 0.24
H -0.4713 6.4666 -0.5519 0.23
H 2.2946 4.1480 0.0631 0.23
H 1.7500 5.7449 -0.3890 0.23
H 2.5655 4.5250 -2.3641 0.24
H 0.8587 4.8369 -2.5602 0.22
H -0.5096 3.1579 -3.6911 0.23
H -1.0150 2.9804 -2.0009 0.22
H -0.8010 0.4727 -2.2375 0.20
H -0.3590 0.6902 -3.9229 0.24
C -1.0413 -1.6789 5.1148 -0.55
C -1.9026 -0.4486 4.8682 -0.53
S -1.4932 0.4668 3.3573 0.15
C -0.8540 2.0423 3.9746 -0.54
C 0.5499 2.0195 4.5674 -0.55
S 1.8186 1.4830 3.3864 0.14
C 2.5046 -0.0356 4.0897 -0.53
C 1.6051 -1.2658 4.1298 -0.55
S 0.6463 -1.3774 5.6738 0.20
H -1.0188 -2.3173 4.2309 0.22
H -1.5032 -2.2730 5.9064 0.24
H -1.8414 0.2417 5.7104 0.23
H -2.9471 -0.7512 4.7771 0.24
H -1.5623 2.4150 4.7172 0.24
H -0.9073 2.7322 3.1284 0.23
H 0.5909 1.3578 5.4303 0.25
H 0.8101 3.0247 4.9018 0.24
H 2.9189 0.1843 5.0749 0.24
H 3.3642 -0.2368 3.4446 0.24
H 2.2304 -2.1538 4.0465 0.23
H 0.9002 -1.2775 3.2977 0.23
C 1.4001 -4.5692 2.8669 -0.19
C 0.0913 -4.2133 2.5726 -0.24
C -0.1888 -3.4732 1.4328 -0.16
C 0.8319 -3.1017 0.5523 -0.50
C 2.1463 -3.4577 0.8685 -0.21
C 2.4275 -4.1838 2.0184 -0.21
Ge 0.3936 -2.2146 -1.1141 1.19
C 1.9641 -1.6578 -2.0902 -0.39
C 2.0819 -1.9206 -3.4567 -0.24
C 3.2105 -1.5211 -4.1582 -0.20
C 4.2370 -0.8523 -3.5077 -0.19
C 4.1314 -0.5714 -2.1521 -0.20
C 2.9991 -0.9626 -1.4571 -0.25
C -0.9116 -3.1795 -2.1558 -0.38
C -1.3570 -4.4380 -1.7423 -0.24
C -2.2931 -5.1380 -2.4888 -0.21
C -2.8040 -4.5880 -3.6551 -0.18
C -2.3758 -3.3371 -4.0766 -0.21
C -1.4371 -2.6410 -3.3322 -0.23
H 1.6162 -5.1506 3.7539 0.23
H -0.7146 -4.5285 3.2236 0.22
H -1.2203 -3.2206 1.2061 0.21
H 2.9549 -3.2037 0.1929 0.22
H 3.4485 -4.4697 2.2377 0.23
H 1.2948 -2.4559 -3.9759 0.22
H 3.2925 -1.7427 -5.2143 0.23
H 5.1180 -0.5494 -4.0579 0.22
H 4.9290 -0.0452 -1.6438 0.22
H 2.9375 -0.7338 -0.3942 0.19
H -0.9667 -4.8838 -0.8345 0.22
H -2.6198 -6.1166 -2.1622 0.22
H -3.5352 -5.1334 -4.2372 0.22
H -2.7760 -2.8983 -4.9812 0.22
H -1.1193 -1.6642 -3.6745 0.21
```

energy above the lowest of the compared OMol25 structures with the same formula, charge and spin	65.2	kJ/mol
HOMO level (spin up / spin down)	-9.382 / -10.812	eV
2S+1	2
E_tot	-6129.31860	Eh
net charge	+1

***

# 3
# C41H52F3NO7PSSiTeY

C41H52F3NO7PSSiTeY as an isolated structure at a distorted geometry (the ωB97M-V functional and the def2-TZVPD basis, OMol25).

XYZ file:
```
109
Properties=species:S:1:pos:R:3:mulliken_charge:R:1
Y 0.6389 -0.4837 0.2912 1.00
F -1.9193 0.5492 5.1011 -0.28
C -1.9405 1.4458 4.0705 0.56
F -0.9083 2.2783 4.2592 -0.24
F -3.0632 2.1579 4.2177 -0.25
C -1.8707 0.6886 2.7067 0.20
O -2.9698 0.5340 2.1620 -0.58
O -0.7133 0.3290 2.4028 0.03
C 0.9053 1.7081 -4.3949 -1.12
Si 2.0737 0.5596 -3.4832 0.78
C 3.6555 1.4881 -3.0034 -1.16
C 2.7015 -0.6135 -4.9079 -1.67
O 1.4404 -0.2580 -2.2845 -0.51
H 1.4459 2.4204 -5.0300 0.29
H 0.3027 2.2816 -3.6818 0.18
H 0.2218 1.1277 -5.0295 0.38
H 3.8108 2.3845 -3.6156 0.30
H 4.5468 0.8563 -3.1062 0.43
H 3.5884 1.8073 -1.9558 0.27
H 2.6430 -0.0787 -5.8656 0.42
H 2.0702 -1.5116 -5.0097 0.40
H 3.7530 -0.9273 -4.8058 0.37
C -7.3478 -3.5815 3.1068 -1.56
C -6.2591 -2.9531 2.2748 1.14
C -4.9176 -3.1499 2.5739 -0.74
C -3.9196 -2.5461 1.8193 -0.18
C -4.2653 -1.7453 0.7528 0.31
C -5.5960 -1.5245 0.4379 -0.68
C -6.5841 -2.1337 1.1944 -0.78
S -2.9768 -0.9258 -0.1707 0.57
C -3.2219 -1.9365 -1.6592 -1.22
O -1.6864 -1.5051 0.3435 0.17
H -6.9343 -4.2796 3.8361 0.34
H -8.0593 -4.1240 2.4800 0.36
H -7.9085 -2.8184 3.6523 0.31
H -4.6451 -3.7743 3.4182 0.31
H -2.8676 -2.6858 2.0499 0.02
H -5.8617 -0.8701 -0.3878 0.43
H -7.6287 -1.9620 0.9527 0.35
H -3.1786 -2.9881 -1.3736 0.36
H -2.3921 -1.6880 -2.3240 0.32
H -4.1769 -1.6881 -2.1299 0.42
C 0.2945 1.6601 -0.2026 -0.64
C -0.0399 2.8142 -0.5299 0.30
C -0.4209 4.1203 -0.9028 -0.99
C 0.3828 4.7999 -1.9039 0.32
C 1.7321 4.4207 -2.1272 -0.35
C 2.5242 5.0373 -3.0809 -0.35
C 2.0265 6.0647 -3.8822 -0.59
C 0.6946 6.4359 -3.7088 -0.55
C -0.1079 5.8220 -2.7576 -0.53
C -1.5965 4.6844 -0.2595 0.73
C -1.8707 6.0735 -0.1836 -0.40
C -3.0057 6.5665 0.4472 -0.58
C -3.9190 5.7149 1.0633 -0.53
C -3.6472 4.3466 1.0498 -0.45
C -2.5255 3.8448 0.4101 -0.57
H 2.1333 3.6176 -1.5185 0.39
H 3.5527 4.7109 -3.2072 0.40
H 2.6505 6.5484 -4.6257 0.35
H 0.2704 7.2138 -4.3380 0.34
H -1.1521 6.0997 -2.6936 0.54
H -1.1548 6.7734 -0.5960 0.52
H -3.1737 7.6387 0.4688 0.33
H -4.8060 6.1072 1.5504 0.34
H -4.3201 3.6536 1.5484 0.38
H -2.3399 2.7766 0.4061 0.31
C 4.0505 1.8578 3.3318 -1.26
C 3.1044 0.7868 3.8357 0.27
O 3.6503 -0.5356 3.5793 -0.36
P 3.0515 -1.3313 2.3140 0.25
O 2.9410 -0.3916 1.1357 -0.44
Te 4.2191 -3.3453 2.2062 -0.50
O 1.4867 -1.4799 2.7721 0.41
C 1.2132 -2.3249 3.9114 -0.70
C -0.1928 -2.0616 4.3958 -0.70
H 3.6880 2.8471 3.6248 0.39
H 4.1095 1.8124 2.2439 0.19
H 5.0485 1.7031 3.7482 0.33
H 2.1263 0.9000 3.3682 -0.12
H 2.9707 0.8573 4.9149 0.41
H 1.9395 -2.1096 4.6936 0.58
H 1.3444 -3.3652 3.6137 0.26
H -0.2828 -1.0552 4.7965 0.28
H -0.4542 -2.7842 5.1744 0.45
H -0.9038 -2.1441 3.5706 -0.31
C 4.2252 -3.8954 -2.7975 -0.92
N 3.3470 -2.7355 -2.5451 0.60
C 3.8820 -1.9091 -1.4205 -0.29
C 1.8846 -3.1303 -2.3689 -1.01
C 1.5138 -3.7476 -1.0483 0.04
C 1.6816 -5.1326 -0.9237 -0.13
C 1.2279 -5.8064 0.1991 -1.18
C 0.5385 -5.0772 1.1598 -0.98
C 0.3806 -3.7074 1.0084 -0.59
C 0.8947 -2.9489 -0.0628 1.26
H 5.2313 -3.5427 -3.0182 0.31
H 3.8438 -4.4735 -3.6369 0.34
H 4.2467 -4.5067 -1.8986 0.39
H 3.3296 -2.1240 -3.3627 -0.37
H 3.8458 -2.4864 -0.5039 -0.12
H 3.2717 -1.0184 -1.3399 -0.13
H 4.9118 -1.6339 -1.6499 0.40
H 1.6712 -3.8145 -3.1941 0.67
H 1.3494 -2.1957 -2.5166 0.01
H 2.1471 -5.6991 -1.7292 0.42
H 1.3850 -6.8731 0.3077 0.32
H 0.1225 -5.5818 2.0269 0.43
H -0.2089 -3.2047 1.7740 0.37
```

energy above the lowest of the compared OMol25 structures with the same formula, charge and spin	233.3	kJ/mol
HOMO level	0.130	eV
E_tot	-3810.17334	Eh
net charge	-2